Here is a molecular structure, C35H95AgN8O9 in a non-equilibrium geometry from the Open Molecules 2025 dataset. Energies are from wB97M-V/def2-TZVPD.

Each line ends with the Löwdin charge.
Geometry (Å):
Ag1 13.1422 -7.8058 14.2230  0.767
C1 14.4365 -5.8154 11.5822  -0.064
C2 13.3850 -6.7747 11.0583  -0.592
C3 13.8769 -7.4972 9.7863  -0.053
O1 12.9787 -7.7659 11.9505  -0.382
H1 14.8451 -5.2713 10.7237  0.041
H2 15.3222 -6.3099 11.9988  0.071
H3 14.0650 -5.0659 12.2820  0.057
H4 12.5140 -6.1600 10.7480  0.113
H5 14.7938 -8.0261 10.0475  0.071
H6 14.2006 -6.6543 9.1525  0.044
H7 13.1044 -7.9943 9.2109  0.066
C4 16.5027 -9.8075 8.1231  -0.068
C5 16.2340 -10.7248 6.9481  -0.438
C6 14.7839 -10.6874 6.5141  -0.217
O2 14.5429 -11.7421 5.6151  -0.184
C7 13.1940 -11.9041 5.2581  -0.107
N1 17.1896 -10.4492 5.8466  0.040
H8 17.5553 -9.7897 8.4018  0.078
H9 15.9780 -10.1666 9.0131  0.059
H10 16.1576 -8.7932 7.9017  0.062
H11 16.4908 -11.7351 7.2892  0.140
H12 14.6181 -9.7400 5.9690  0.135
H13 14.1123 -10.7132 7.3824  0.114
H14 13.1268 -12.5398 4.3772  0.086
H15 12.7270 -10.9438 4.9986  0.090
H16 12.6177 -12.3542 6.0730  0.076
H17 16.9321 -11.0816 5.0899  0.066
H18 16.9436 -9.5346 5.4630  0.069
C8 9.6279 -11.3776 9.8648  -0.059
C9 10.9709 -11.0961 10.5112  -0.442
C10 12.0706 -10.9137 9.4937  -0.216
O3 12.2591 -12.0509 8.6858  -0.219
C11 12.9281 -13.1956 9.1809  -0.086
N2 10.8588 -9.9080 11.3766  0.060
H19 9.6349 -12.3007 9.2865  0.077
H20 9.3313 -10.5833 9.1687  0.081
H21 8.8504 -11.4253 10.6309  0.081
H22 11.1551 -11.9218 11.2110  0.122
H23 13.0135 -10.5628 9.9467  0.112
H24 11.8320 -10.1012 8.7999  0.127
H25 12.7737 -13.9787 8.4442  0.088
H26 12.5348 -13.4792 10.1631  0.082
H27 14.0074 -13.0172 9.2854  0.083
H28 11.6318 -9.2413 11.3608  0.025
H29 10.0131 -9.4036 11.1480  0.025
C12 14.7024 -4.4009 7.1754  -0.069
C13 16.2169 -4.3884 7.2114  -0.425
C14 16.7808 -5.5882 7.9312  -0.209
O4 18.1441 -5.3277 8.2625  -0.184
C15 18.7317 -6.4302 8.8869  -0.126
N3 16.6637 -4.4447 5.7932  0.033
H30 14.3392 -3.4719 6.7314  0.075
H31 14.2179 -4.4676 8.1549  0.059
H32 14.2930 -5.2356 6.6062  0.083
H33 16.6347 -3.4770 7.6505  0.134
H34 16.7042 -6.5013 7.3329  0.126
H35 16.2516 -5.6735 8.8904  0.101
H36 19.7103 -6.1226 9.2465  0.088
H37 18.9061 -7.2604 8.1810  0.087
H38 18.0759 -6.8560 9.6572  0.085
H39 17.6300 -4.7451 5.7274  0.066
H40 16.6244 -3.5218 5.3768  0.067
C16 15.8632 -2.2339 16.8850  -0.050
C17 16.3681 -2.2272 15.4238  -0.452
C18 15.4006 -2.8793 14.4638  -0.185
O5 15.1504 -4.2522 14.7665  -0.254
C19 16.2469 -5.1159 14.5159  -0.091
N4 16.6745 -0.8888 14.9614  0.039
H41 16.7217 -2.0450 17.5255  0.076
H42 15.5619 -3.2687 17.0905  0.071
H43 14.9977 -1.5898 17.0195  0.080
H44 17.2943 -2.8062 15.5024  0.125
H45 15.7422 -2.7872 13.4278  0.117
H46 14.4133 -2.4285 14.6029  0.135
H47 15.8464 -6.1239 14.5931  0.073
H48 17.0829 -4.9933 15.2086  0.089
H49 16.6125 -4.9620 13.4943  0.092
H50 17.0384 -0.3682 15.7470  0.070
H51 15.9340 -0.3752 14.5097  0.071
C20 6.6391 -5.9362 8.7568  -0.070
C21 6.8333 -7.2611 9.4754  -0.425
C22 8.1448 -7.3505 10.2455  -0.244
O6 8.2746 -6.2755 11.1339  -0.180
C23 9.6259 -6.0814 11.5154  -0.089
N5 5.6749 -7.4306 10.3759  0.030
H52 6.8554 -5.1244 9.4604  0.076
H53 5.5988 -5.7688 8.4747  0.075
H54 7.2510 -5.7766 7.8688  0.076
H55 6.8139 -8.0739 8.7429  0.132
H56 8.9672 -7.3471 9.5098  0.130
H57 8.1690 -8.3351 10.7368  0.111
H58 10.1047 -7.0374 11.7640  0.076
H59 9.6383 -5.4425 12.3905  0.070
H60 10.2053 -5.6736 10.6807  0.089
H61 5.5378 -6.6026 10.9468  0.069
H62 5.9000 -8.1562 11.0523  0.065
C24 15.4288 -11.5553 12.2400  -0.052
C25 14.8019 -10.9116 13.4821  -0.454
C26 15.6612 -9.7605 13.9975  -0.182
O7 15.0592 -8.9816 15.0579  -0.284
C27 14.6958 -9.8304 16.1472  -0.110
N6 13.4505 -10.4289 13.2438  0.043
H63 15.3100 -10.9397 11.3485  0.062
H64 14.9693 -12.5345 12.1085  0.077
H65 16.4966 -11.7213 12.4177  0.080
H66 14.7816 -11.7132 14.2307  0.127
H67 15.6485 -9.0303 13.1714  0.122
H68 16.7073 -10.0012 14.1897  0.129
H69 14.4251 -9.1663 16.9670  0.085
H70 15.5418 -10.4314 16.5029  0.094
H71 13.8868 -10.5068 15.8763  0.078
H72 13.5735 -9.5960 12.6229  0.030
H73 12.9344 -10.9426 12.5283  0.055
C28 13.2613 0.1276 7.7167  -0.060
C29 12.9108 0.2126 9.2027  -0.427
C30 13.9534 -0.4608 10.0383  -0.216
O8 14.0449 -1.8161 9.6137  -0.182
C31 15.0755 -2.5056 10.2469  -0.124
N7 12.8575 1.6287 9.6606  0.025
H74 14.3295 0.3213 7.5757  0.082
H75 12.7500 0.9365 7.1913  0.072
H76 13.0069 -0.8309 7.2699  0.071
H77 11.9103 -0.1873 9.3748  0.142
H78 13.8128 -0.4255 11.1227  0.128
H79 14.9369 -0.0197 9.7966  0.127
H80 14.8242 -2.7452 11.2927  0.073
H81 15.9851 -1.8839 10.3236  0.099
H82 15.3918 -3.4229 9.7626  0.053
H83 12.1158 2.1129 9.1717  0.064
H84 13.7437 2.0474 9.3932  0.067
C32 11.6719 -4.8649 14.3095  -0.058
C33 11.9608 -5.1168 15.7796  -0.412
C34 10.7623 -5.6370 16.5336  -0.219
O9 11.0552 -5.5716 17.9140  -0.193
C35 9.9545 -5.9707 18.7074  -0.107
N8 13.1007 -6.0786 15.9121  0.031
H85 12.5653 -4.3832 13.8968  0.064
H86 10.7947 -4.2373 14.1845  0.083
H87 11.6335 -5.8002 13.7401  0.047
H88 12.2792 -4.1882 16.2691  0.145
H89 10.5463 -6.6787 16.2671  0.133
H90 9.9209 -4.9739 16.2883  0.132
H91 9.2076 -5.1699 18.7008  0.089
H92 10.3359 -6.0470 19.7261  0.087
H93 9.5319 -6.9341 18.4161  0.089
H94 13.3737 -6.0982 16.8924  0.090
H95 13.8647 -5.5417 15.4889  0.036

For the relative energy (zero: lowest compared OMol25 entry of this formula, charge and spin), the calculation gives 32.4 kcal/mol. As for the total energy: -2652.50238 hartree. The HOMO-LUMO gap is 8.24 eV.

***

Here is a single C3H7NOS2 molecule in a non-equilibrium geometry from the Open Molecules 2025 dataset. Energies are from wB97M-V/def2-TZVPD.

Each line ends with the Löwdin charge.
Geometry (Å):
C1 -1.3958 1.5767 -1.6600  -0.197
C2 -0.5410 2.0354 -0.4739  -0.493
S1 -0.4210 0.7104 0.8572  0.947
C3 0.3540 -0.5960 0.0246  -1.186
S2 0.9636 -0.9771 -1.4409  0.637
N1 0.7093 -1.4686 0.9633  -0.140
O1 0.0919 -1.1900 2.2981  -0.193
H1 -2.5012 1.1992 -1.2347  0.127
H2 -1.5784 2.3012 -2.3579  0.016
H3 -1.1289 0.5743 -2.1132  0.033
H4 0.5414 2.1054 -0.7690  0.059
H5 -0.6732 3.1029 0.1287  0.133
H6 1.3696 -2.2937 0.9440  0.170
H7 -0.9150 -1.0189 2.2690  0.087

For the relative energy (zero: lowest compared OMol25 entry of this formula, charge and spin), the calculation gives 100.0 kcal/mol. As for the total energy: -1044.74309 hartree. The HOMO-LUMO gap is 9.08 eV. Its SMILES is CCSC(=S)NO.

***

Here is a molecular structure, C39H50F6N6O8S5TeW in a non-equilibrium geometry from the Open Molecules 2025 dataset. Energies are from wB97M-V/def2-TZVPD.

Each line ends with the Löwdin charge.
Geometry (Å):
W1 -0.0635 -0.3314 0.6810  1.495
C1 -1.5262 -3.8224 -0.2098  -0.021
C2 -0.3972 -2.8813 0.1484  -0.239
C3 -0.0544 -2.7939 1.4985  -0.235
C4 -0.7650 -3.6737 2.4945  -0.004
C5 1.0082 -1.9431 1.9062  -0.316
C6 1.3681 -1.8584 3.3758  -0.029
C7 1.9663 -1.5200 0.9064  -0.290
C8 3.3662 -1.1138 1.3196  -0.032
C9 1.7429 -1.8610 -0.4434  -0.245
C10 2.8719 -1.7781 -1.4248  -0.018
C11 0.4985 -2.3686 -0.8496  -0.237
C12 0.3302 -2.7505 -2.3022  -0.041
H1 -1.2109 -4.8480 -0.0028  0.115
H2 -1.8245 -3.7826 -1.2499  0.068
H3 -2.4160 -3.6420 0.3935  0.078
H4 -0.5779 -3.4059 3.5299  0.043
H5 -0.3968 -4.6928 2.3390  0.123
H6 -1.8441 -3.7062 2.3606  0.069
H7 0.4756 -1.9074 4.0056  0.053
H8 1.8841 -0.9320 3.6127  0.061
H9 2.0200 -2.6863 3.6700  0.115
H10 4.0710 -1.9046 1.0517  0.110
H11 3.4641 -0.9647 2.3881  0.072
H12 3.6866 -0.2051 0.8151  0.068
H13 3.2724 -2.7911 -1.5438  0.126
H14 3.6759 -1.1381 -1.0901  0.064
H15 2.5542 -1.4393 -2.4073  0.049
H16 0.5544 -1.9324 -2.9803  -0.009
H17 -0.6648 -3.1026 -2.5476  0.071
H18 1.0284 -3.5546 -2.5491  0.115
C13 -2.9724 -1.1680 -1.4873  -0.053
C14 -2.8176 0.2166 -0.9681  -0.617
N1 -1.7742 0.6653 -0.3071  -0.077
C15 -1.9148 2.0206 -0.0235  -0.324
C16 -3.0688 2.5769 -0.4419  -0.296
S1 -4.0197 1.3960 -1.2185  1.152
C17 -0.8036 2.6432 0.6857  -0.319
C18 -0.6077 3.9423 0.9820  -0.284
S2 0.8617 4.1262 1.8353  1.178
C19 1.1647 2.4637 1.7544  -0.643
N2 0.2088 1.7897 1.1336  -0.083
C20 2.3923 1.8727 2.3427  -0.050
H19 -1.9910 -1.6301 -1.5284  0.038
H20 -3.4075 -1.1566 -2.4875  0.098
H21 -3.6277 -1.7663 -0.8507  0.095
H22 -3.4072 3.5956 -0.3251  0.097
H23 -1.2295 4.7892 0.7357  0.100
H24 2.6000 2.2990 3.3245  0.101
H25 3.2490 2.0859 1.6998  0.097
H26 2.2680 0.7985 2.4163  0.036
C21 -0.4674 2.6250 -9.4965  -0.025
C22 -0.2566 2.1339 -8.0916  -0.222
C23 -1.2221 2.3310 -7.1082  0.005
C24 -1.0389 1.9094 -5.8029  -0.316
C25 -2.1666 2.1352 -4.8314  -0.083
C26 0.1718 1.2647 -5.4798  -0.455
Te1 0.5877 0.7143 -3.5167  1.544
C27 1.1609 1.0243 -6.4583  -0.299
C28 2.4793 0.3305 -6.2103  -0.074
C29 0.9129 1.4661 -7.7485  0.002
H27 -1.4566 3.0600 -9.6261  0.082
H28 -0.3524 1.8086 -10.2109  0.093
H29 0.2763 3.3830 -9.7498  0.095
H30 -2.1419 2.8448 -7.3672  0.127
H31 -2.8000 2.9531 -5.1732  0.091
H32 -1.8176 2.3836 -3.8316  0.026
H33 -2.7847 1.2369 -4.7663  0.087
H34 2.4646 -0.3261 -5.3479  0.022
H35 3.2709 1.0675 -6.0558  0.089
H36 2.7484 -0.2670 -7.0801  0.091
H37 1.6648 1.2888 -8.5108  0.134
F1 4.7872 1.1962 -1.4240  0.148
C30 4.0893 1.7713 -2.4119  -0.670
F2 3.9711 0.9407 -3.4217  0.153
F3 4.6761 2.8818 -2.7791  0.187
S3 2.4566 2.1891 -1.5239  0.592
O1 2.0922 0.9748 -0.8034  -0.390
O2 2.8413 3.3047 -0.7134  -0.263
N3 1.1733 2.6310 -2.4995  -0.506
S4 1.4681 3.8309 -3.7001  0.651
O3 0.2005 4.2150 -4.2170  -0.225
O4 2.5498 3.3728 -4.5153  -0.246
C31 2.0706 5.3519 -2.7820  -0.688
F4 3.3625 5.2894 -2.5643  0.179
F5 1.7864 6.3605 -3.5813  0.186
F6 1.4000 5.4740 -1.6414  0.144
C32 0.1477 -4.2986 7.5560  -0.094
C33 -0.0177 -2.7817 7.4538  -0.292
S5 -1.5477 -2.4224 6.6492  0.662
O5 -2.6397 -2.9362 7.4281  -0.262
O6 -1.4302 -2.7946 5.2497  -0.323
C34 -1.6582 -0.6439 6.6763  -0.198
C35 -2.7865 -0.2178 5.7497  -0.110
N4 -2.4865 -0.4330 4.3256  0.066
C36 -1.5417 0.2101 3.6189  -0.268
N5 -1.5226 -0.2396 2.3591  0.012
C37 -2.5051 -1.1975 2.2733  -0.047
C38 -3.0886 -1.3263 3.4707  -0.135
N6 -4.1234 -2.2822 3.7857  -0.312
O7 -4.2996 -3.1434 2.9482  0.117
O8 -4.7455 -2.1536 4.8148  0.126
C39 -0.7312 1.3252 4.1767  0.044
H38 1.1100 -4.5259 8.0097  0.088
H39 0.1089 -4.7643 6.5719  0.080
H40 -0.6378 -4.7316 8.1726  0.087
H41 0.7624 -2.3147 6.8494  0.100
H42 -0.0660 -2.3071 8.4368  0.116
H43 -0.6800 -0.2301 6.4264  0.101
H44 -1.9289 -0.3624 7.6958  0.128
H45 -3.0358 0.8305 5.8945  0.142
H46 -3.6747 -0.7972 5.9748  0.115
H47 -2.7642 -1.6951 1.3568  0.107
H48 -1.1094 1.6380 5.1456  0.089
H49 -0.7814 2.1831 3.5113  0.074
H50 0.3155 1.0322 4.2931  0.092

For the relative energy (zero: lowest compared OMol25 entry of this formula, charge and spin), the calculation gives 34.4 kcal/mol. As for the total energy: -5371.19067 hartree. Its total charge is +2. The HOMO-LUMO gap (spin up / spin down) is 6.55 / 6.54 eV.

***

Here is 2 unconnected molecules or ions with the total composition C19H16F2N2O3 in a non-equilibrium geometry from the Open Molecules 2025 dataset. Energies are from wB97M-V/def2-TZVPD.

Each line ends with the Löwdin charge.
Geometry (Å):
F1 -3.2501 5.3481 0.7322  0.049
C1 -3.0342 3.9886 0.6604  -0.218
C2 -4.1380 3.1478 0.5963  0.051
C3 -3.8830 1.7678 0.5357  -0.025
C4 -2.5921 1.2781 0.4781  0.031
C5 -1.4504 2.1382 0.5488  -0.149
C6 -0.1557 1.5393 0.4868  0.153
C7 1.1320 2.1545 0.5376  -0.146
C8 2.2838 1.3086 0.5427  0.031
C9 3.5690 1.8078 0.5955  -0.018
C10 3.8116 3.1902 0.6163  0.054
C11 2.6998 4.0234 0.6065  -0.218
F2 2.9038 5.3860 0.6578  0.047
C12 1.3950 3.5592 0.5665  0.079
C13 -1.7260 3.5326 0.6816  0.079
H1 -5.1468 3.5524 0.6165  0.134
H2 -4.7262 1.0787 0.5270  0.125
H3 -2.4201 0.2104 0.3470  0.113
H4 -0.1559 0.4454 0.4894  0.110
H5 2.1352 0.2327 0.4620  0.101
H6 4.4129 1.1199 0.6155  0.128
H7 4.8165 3.6015 0.6538  0.134
H8 0.5953 4.2808 0.5371  0.096
H9 -0.9332 4.2526 0.7965  0.096
C14 -2.1725 -4.4200 -0.9436  -0.036
N1 -0.9551 -3.6471 -0.8924  0.006
C15 -1.0288 -2.2408 -1.0727  -0.464
O1 -2.1596 -1.7420 -1.2422  -0.035
C16 0.1881 -1.5341 -1.0048  -0.004
C17 1.4227 -2.1820 -0.8030  -0.461
O2 2.5417 -1.6328 -0.7300  -0.039
N2 1.3843 -3.5867 -0.6277  0.006
C18 2.6238 -4.2881 -0.3943  -0.035
C19 0.2205 -4.3587 -0.6422  -0.415
O3 0.2325 -5.5762 -0.4455  0.029
H10 -1.9110 -5.4465 -0.6920  0.079
H11 -2.9124 -4.0316 -0.2369  0.090
H12 -2.5959 -4.3812 -1.9535  0.096
H13 0.1828 -0.4712 -1.1845  0.081
H14 2.3716 -5.3306 -0.2088  0.080
H15 3.2675 -4.2084 -1.2771  0.095
H16 3.1568 -3.8665 0.4638  0.090

For the relative energy (zero: lowest compared OMol25 entry of this formula, charge and spin), the calculation gives 42.9 kcal/mol. As for the total energy: -1268.53879 hartree. The HOMO-LUMO gap is 3.40 eV.